{
  "formula": "C5H5NS2",
  "method": "ωB97M-V/def2-TZVPD",
  "elements": ["C", "C", "C", "C", "C", "H", "H", "H", "H", "H", "N", "S", "S"],
  "positions_angstrom": [[-0.2806, 0.3144, -1.5653], [0.3939, 0.1852, -0.2058], [-0.5849, -0.0782, 0.9867], [-0.0557, -1.4646, 1.2959], [1.2961, 1.3173, 0.0297], [-0.8706, 1.2376, -1.6308], [0.4354, 0.3192, -2.3717], [-0.9559, -0.5032, -1.7381], [-0.4494, 0.5824, 1.8487], [-1.6176, -0.0864, 0.7094], [1.9985, 2.2131, 0.2032], [-0.5218, -2.5850, 2.3524], [1.2127, -1.4518, 0.0859]],
  "e_lumo_ha": -0.0163,
  "de_lowest_ev": 0.395,
  "homo_ha": -0.33478
}

=====

{
  "formula": "C5H5OPS2",
  "method": "ωB97M-V/def2-TZVPD",
  "elements": ["C", "C", "C", "C", "C", "O", "P", "S", "S", "H", "H", "H", "H", "H"],
  "positions_angstrom": [[2.7955, 0.8902, -1.1299], [1.9793, 0.0429, -0.9630], [0.5369, -0.9978, 0.8600], [-0.6970, -0.6711, 1.2670], [0.7603, -0.6781, -0.6035], [-0.3619, 0.1060, -1.0882], [-1.5789, 0.2106, -0.0698], [-3.5443, -0.6291, -1.0473], [-1.6162, 2.2328, 0.5907], [3.7119, 1.4480, -1.2834], [1.4089, -1.4619, 1.3640], [-1.2329, -0.9250, 2.1696], [0.6885, -1.6084, -0.9969], [-2.8501, 2.0409, 0.9309]],
  "e_lumo_ha": -0.0078,
  "de_lowest_ev": 1.191,
  "homo_ha": -0.30750,
  "smiles": "C#C[C@H]1C=C[P@@](=S)(S)O1"
}

=====

{
  "formula": "C5H6",
  "method": "ωB97M-V/def2-TZVPD",
  "elements": ["C", "C", "C", "C", "C", "H", "H", "H", "H", "H", "H"],
  "positions_angstrom": [[1.5331, -0.3236, -0.6196], [1.6668, -0.0285, 0.6785], [-0.9664, 0.7862, -0.0951], [-1.4413, -0.5578, 0.1437], [0.5209, 0.5294, -0.0037], [1.9175, -0.8705, -1.4237], [2.4386, -0.1629, 1.5813], [-1.2129, 1.2669, -1.1601], [-1.3864, 1.4758, 0.5543], [-1.7876, -0.9006, 1.0385], [-1.2822, -1.2145, -0.6941]],
  "e_lumo_ha": [0.0362, 0.0397],
  "de_lowest_ev": 5.778,
  "homo_ha": [-0.22039, -0.24789]
}

=====

{
  "formula": "C5H6AgBr2O2",
  "method": "ωB97M-V/def2-TZVPD",
  "elements": ["C", "C", "Br", "C", "Br", "C", "O", "C", "O", "H", "H", "H", "H", "H", "H", "Ag"],
  "positions_angstrom": [[0.6333, 0.2899, 1.5598], [-0.1762, -0.7707, 0.8186], [-0.2801, -2.5753, 1.5880], [-0.8496, -0.4863, -0.3925], [-1.8660, -1.8528, -1.2415], [-0.8277, 0.8753, -1.1332], [0.0176, 0.7254, -2.2662], [1.3728, 0.6218, -1.8660], [2.0262, 1.5704, -1.8081], [0.4726, 0.1217, 2.6468], [1.7164, 0.2391, 1.2975], [0.2828, 1.3161, 1.3387], [-0.4283, 1.7160, -0.5322], [-1.8675, 1.1379, -1.4070], [1.8539, -0.3597, -1.6480], [-2.0800, -2.5690, 3.0453]],
  "e_lumo_ha": [-0.3450, -0.4653],
  "homo_ha": [-0.64996, -0.64472],
  "total_charge": 2,
  "spin_multiplicity": 2
}

=====

{
  "formula": "C5H6BNO8",
  "method": "ωB97M-V/def2-TZVPD",
  "elements": ["B", "C", "C", "C", "C", "C", "N", "O", "O", "O", "O", "O", "O", "O", "O", "H", "H", "H", "H", "H", "H"],
  "positions_angstrom": [[0.3815, 0.7058, -0.4900], [-3.8654, 0.2363, 0.9420], [4.6975, -0.1121, 0.6880], [-0.9709, 1.5999, -0.3404], [-3.3456, -0.8574, -0.1314], [-2.0234, -0.4138, -0.7059], [-1.0460, -1.1215, -1.0713], [-3.6095, -0.1465, 2.0940], [4.9686, 0.5123, 1.6777], [0.3106, -0.5822, -0.9626], [-4.2903, 1.3210, 0.6247], [3.8247, 0.0183, -0.2200], [-1.0815, -2.3203, -1.3597], [5.6592, -1.2843, 0.3344], [1.5337, 1.2594, -0.1804], [-1.2564, 2.1835, -1.2090], [-1.4959, 1.8409, 0.5914], [-3.1688, -1.9134, 0.3827], [-4.1713, -0.8248, -0.9271], [6.5133, -0.9178, 0.5529], [2.4358, 0.8167, -0.2898]],
  "e_lumo_ha": 0.2028,
  "de_lowest_ev": 3.017,
  "homo_ha": -0.07512,
  "total_charge": -2
}

=====

{
  "formula": "C5H6Br2N2O",
  "method": "ωB97M-V/def2-TZVPD",
  "elements": ["C", "C", "C", "C", "C", "N", "N", "O", "Br", "Br", "H", "H", "H", "H", "H", "H"],
  "positions_angstrom": [[0.4228, 2.4746, 0.3019], [-0.8765, 0.1210, -0.6336], [0.9630, -0.6909, 0.7793], [-1.0530, -1.9074, 0.4064], [0.5864, 2.1956, -1.0507], [0.2856, 2.6242, 1.4361], [-0.4084, -0.6357, 0.2512], [-1.6663, 0.2337, -1.4730], [-0.7876, 2.8050, -2.2259], [2.4410, 1.9269, -1.7544], [1.4024, 0.1975, 0.7915], [0.8747, -1.2626, 1.6752], [1.4581, -1.3930, 0.0840], [-0.3295, -2.6936, 0.0797], [-1.2690, -2.0734, 1.4945], [-2.0438, -1.9218, -0.1623]],
  "e_lumo_ha": [-0.0178, -0.0176],
  "de_lowest_ev": 2.632,
  "homo_ha": [-0.29111, -0.29119]
}

=====

{
  "formula": "C5H6BrCl",
  "method": "ωB97M-V/def2-TZVPD",
  "elements": ["C", "C", "C", "C", "C", "Cl", "Br", "H", "H", "H", "H", "H", "H"],
  "positions_angstrom": [[2.6811, 0.4925, -0.7035], [-1.0703, 0.0855, 0.6260], [1.6370, 0.5642, 0.0420], [0.0368, -0.2293, -0.1112], [-2.3561, -0.5456, 0.1938], [1.6291, 1.6719, 1.3403], [0.2768, -1.5871, -1.3884], [3.4378, 1.2196, -0.3899], [2.9099, -0.1950, -1.5231], [-1.0212, 0.6318, 1.6027], [-2.8129, 0.0837, -0.5145], [-2.9719, -0.6544, 1.0727], [-2.3759, -1.5380, -0.2470]],
  "e_lumo_ha": [0.0251, -0.0863],
  "de_lowest_ev": 0.000,
  "homo_ha": [-0.21342, -0.35682],
  "spin_multiplicity": 3
}

=====

{
  "formula": "C5H6BrClS",
  "method": "ωB97M-V/def2-TZVPD",
  "elements": ["C", "C", "C", "C", "C", "S", "Cl", "Br", "H", "H", "H", "H", "H", "H"],
  "positions_angstrom": [[0.7266, -0.8256, -0.8929], [0.2976, 0.0320, -1.7940], [0.9330, -0.2826, 0.4734], [0.4619, 1.1348, 0.5068], [-1.0308, 1.4693, 1.4006], [0.1084, 1.6725, -1.1708], [1.7425, 2.1564, 1.3421], [-1.1398, 0.4254, 3.0196], [1.1126, -1.8354, -1.1762], [0.2285, -0.0120, -2.8505], [0.4013, -0.9514, 1.3155], [1.9341, -0.2323, 0.6543], [-1.9357, 1.3044, 0.7925], [-0.9387, 2.6418, 1.6967]],
  "e_lumo_ha": 0.0267,
  "de_lowest_ev": 0.000,
  "homo_ha": -0.31442,
  "smiles": "Cl[C@]1(CBr)CC=CS1"
}